100
Properties=species:S:1:pos:R:3 method="wB97M-V/def2-TZVPD" smiles="CCc1c(C)cc(N=C=S)c2c1Sc1cc(N(C(C)=O)C(C)=O)cc(COO)c1N2CCO.CCOC(C)=O.CCOC(C)=O.CCOC(C)=O" lumo_ev=0.12 homo_energy_ev=-7.583 e_above_lowest_kcal_mol=0.0 e_tot_ha=-3151.11517 homo_lumo_gap_ev=7.7 total_charge=0 max_force_ev_per_a=3.584
C 0.871 3.800 -3.835
C -0.482 3.999 -3.038
C -0.690 2.989 -1.862
C -1.746 1.960 -1.989
C -2.651 1.792 -3.249
C -1.990 1.001 -0.882
C -1.163 1.104 0.314
N -1.423 0.109 1.386
C -1.078 -0.998 0.982
S -0.639 -2.348 0.205
C -0.085 2.109 0.493
C 0.133 3.023 -0.626
S 1.475 4.266 -0.498
C 1.675 4.401 1.299
C 2.260 5.633 1.874
C 2.467 5.817 3.310
N 3.065 6.976 3.928
C 3.806 7.818 2.980
C 3.355 9.314 2.847
O 4.755 7.450 2.330
C 3.966 6.623 5.039
C 5.185 5.646 4.923
O 3.779 7.141 6.114
C 2.020 4.697 4.182
C 1.424 3.480 3.619
C 1.032 2.367 4.666
O 2.139 2.043 5.538
O 3.190 1.562 4.771
C 1.227 3.302 2.153
N 0.648 2.044 1.736
C 1.596 0.896 1.816
C 2.206 0.414 0.449
O 3.053 1.453 -0.076
H 0.653 3.619 -4.925
H 1.511 4.724 -3.734
H 1.487 2.941 -3.452
H -1.401 3.987 -3.688
H -0.468 5.035 -2.581
H -3.122 0.767 -3.270
H -3.412 2.602 -3.385
H -1.979 1.821 -4.158
H -2.775 0.204 -0.943
H 2.552 6.448 1.168
H 4.220 10.021 2.721
H 2.870 9.601 3.826
H 2.667 9.487 1.981
H 6.152 6.177 4.696
H 5.038 4.825 4.175
H 5.318 5.189 5.943
H 2.167 4.798 5.282
H 0.256 2.817 5.341
H 0.606 1.456 4.166
H 3.134 0.586 4.875
H 1.011 0.024 2.247
H 2.410 1.117 2.565
H 2.894 -0.455 0.705
H 1.464 0.012 -0.283
H 3.395 1.908 0.719
C 7.108 -0.362 2.661
C 7.144 -1.490 3.673
O 6.019 -1.427 4.559
C 4.818 -1.966 4.289
C 4.515 -2.412 2.883
O 3.972 -2.017 5.150
H 6.229 -0.428 2.018
H 7.999 -0.383 2.032
H 7.057 0.603 3.170
H 7.220 -2.473 3.203
H 8.029 -1.380 4.301
H 4.043 -1.593 2.340
H 3.826 -3.255 2.932
H 5.388 -2.763 2.335
C -3.820 -6.184 -3.758
C -2.912 -5.241 -2.995
O -3.242 -3.871 -3.265
C -4.190 -3.183 -2.608
C -5.168 -3.930 -1.741
O -4.294 -1.993 -2.775
H -4.862 -6.072 -3.455
H -3.521 -7.220 -3.593
H -3.777 -5.972 -4.827
H -2.909 -5.439 -1.921
H -1.885 -5.377 -3.336
H -6.049 -4.183 -2.330
H -5.463 -3.280 -0.917
H -4.757 -4.830 -1.288
C -8.588 -8.966 -4.386
C -7.894 -7.620 -4.413
O -6.544 -7.741 -4.878
C -6.186 -7.734 -6.179
C -7.251 -7.897 -7.230
O -5.021 -7.674 -6.483
H -8.664 -9.399 -5.384
H -9.593 -8.872 -3.973
H -8.021 -9.673 -3.776
H -8.444 -6.877 -4.994
H -7.829 -7.230 -3.396
H -7.355 -8.954 -7.474
H -6.940 -7.352 -8.121
H -8.218 -7.488 -6.943


106
Properties=species:S:1:pos:R:3 method="wB97M-V/def2-TZVPD" lumo_ev=3.28 homo_energy_ev=0.051 e_above_lowest_kcal_mol=71.4 e_tot_ha=-5282.14551 homo_lumo_gap_ev=3.2 total_charge=-2 max_force_ev_per_a=1.496
Rb 0.506 1.073 0.531
C -2.785 -0.479 2.935
Si -2.677 1.345 2.339
C -2.615 1.157 0.425
C -4.493 1.964 2.637
C -1.322 2.290 3.196
Si -0.749 4.077 2.630
C -2.341 4.827 3.651
C 0.333 5.537 3.378
C -1.418 4.615 0.915
Si -0.979 1.811 4.937
C -2.528 1.735 6.090
C 0.256 2.887 5.938
C -0.133 0.083 5.097
C -0.620 -0.931 5.922
C 0.050 -2.132 6.042
C 1.222 -2.304 5.321
C 1.622 -1.266 4.496
N 0.979 -0.117 4.386
H -3.604 -1.012 2.460
H -2.942 -0.527 4.006
H -1.872 -1.024 2.719
H -3.530 0.704 0.048
H -1.788 0.514 0.124
H -2.497 2.116 -0.067
H -5.237 1.313 2.182
H -4.639 2.960 2.234
H -4.702 2.006 3.701
H -2.123 4.937 4.712
H -3.215 4.191 3.570
H -2.620 5.812 3.277
H 0.634 5.310 4.395
H -0.218 6.472 3.412
H 1.241 5.711 2.808
H -2.481 4.417 0.858
H -0.924 4.102 0.096
H -1.277 5.680 0.763
H -3.103 2.646 5.959
H -2.297 1.640 7.150
H -3.181 0.913 5.812
H 0.009 3.932 5.809
H 1.268 2.742 5.578
H 0.245 2.671 7.006
H -1.533 -0.758 6.470
H -0.323 -2.915 6.697
H 1.797 -3.216 5.391
H 2.531 -1.349 3.910
F 3.563 -0.032 -0.849
B 3.278 -0.817 -1.985
F 1.927 -1.146 -1.908
F 3.550 -0.118 -3.136
F 4.041 -1.970 -1.969
Cl 5.318 -4.576 -5.066
C 3.919 -3.568 -5.130
C 2.941 -3.673 -4.146
C 1.810 -2.899 -4.256
C 1.604 -2.019 -5.321
C 0.252 -1.365 -5.456
C 0.228 0.169 -5.585
N 0.442 0.832 -4.331
C 1.462 1.685 -4.021
C 1.238 2.098 -2.743
N 0.103 1.521 -2.265
C -0.346 0.769 -3.233
O -0.417 -1.910 -6.596
C -1.265 -2.999 -6.272
C -2.480 -2.552 -5.517
C -2.805 -2.930 -4.230
Cl -1.945 -4.035 -3.236
S -4.268 -2.172 -3.655
C -4.404 -1.306 -5.154
C -3.395 -1.613 -6.023
C 2.621 -1.933 -6.277
Cl 2.474 -0.912 -7.661
C 3.774 -2.686 -6.188
H 3.079 -4.332 -3.305
H 1.056 -2.952 -3.486
H -0.323 -1.606 -4.553
H -0.765 0.427 -5.975
H 0.980 0.512 -6.293
H 2.250 1.897 -4.714
H 1.809 2.781 -2.143
H -1.251 0.192 -3.186
H -0.714 -3.757 -5.696
H -1.554 -3.428 -7.238
H -5.220 -0.625 -5.288
H -3.288 -1.169 -6.998
H 4.548 -2.588 -6.933
C 1.380 -4.795 -0.622
N 2.240 -3.915 0.112
C 3.612 -3.860 0.092
C 3.990 -2.751 0.760
N 2.848 -2.138 1.219
C 1.761 -2.843 0.800
S 0.174 -2.610 1.182
H 1.970 -5.440 -1.273
H 0.696 -4.191 -1.220
H 0.782 -5.393 0.069
H 4.192 -4.610 -0.406
H 4.964 -2.337 0.919
H 2.786 -1.195 1.574
C 1.799 2.927 2.598
O 0.747 3.384 1.818
H 2.167 3.715 3.270
H 2.639 2.625 1.954
H 1.499 2.077 3.227